C39H62N2O16P2S | ωB97M-V/def2-TZVPD

Values from the calculation:
Kohn-Sham gap = 7.778 eV
LUMO energy = -1.10 eV
SMILES string = CCOP(=O)(CCCc1c(COc2ccccc2)c(CC(=O)O)c2c(c1P(=O)(O)O)C(=O)C(CCCS(=O)(=O)O)=C(CC)C2=O)OCC.COC[C@@H](C)N.COC[C@@H](C)N
highest occupied orbital energy = -8.9 eV

Geometry as XYZ:
```
122
C39H62N2O16P2S, DFT ωB97M-V/def2-TZVPD
C 2.799 -0.133 1.514
C 1.862 0.363 2.595
O 2.499 0.905 3.762
P 3.276 2.311 3.761
O 3.151 2.980 5.063
C 2.645 3.279 2.393
C 1.240 3.793 2.749
C 0.319 4.087 1.553
C 0.371 3.056 0.440
C 1.380 3.179 -0.551
C 2.366 4.320 -0.521
O 3.693 3.802 -0.387
C 4.686 4.705 -0.683
C 4.774 5.929 -0.025
C 5.806 6.801 -0.343
C 6.751 6.459 -1.302
C 6.668 5.226 -1.941
C 5.634 4.353 -1.632
C 1.506 2.239 -1.571
C 2.580 2.359 -2.621
C 3.639 1.295 -2.467
O 3.829 0.662 -1.470
O 4.365 1.078 -3.618
C 0.608 1.168 -1.613
C -0.407 1.055 -0.676
C -0.523 1.962 0.378
P -1.811 1.566 1.599
O -1.966 0.117 1.784
O -3.111 2.345 1.126
O -1.505 2.253 3.011
C -1.408 -0.040 -0.941
O -2.595 0.171 -0.867
C -0.851 -1.339 -1.412
C -1.501 -2.641 -1.024
C -2.432 -2.665 0.183
C -1.654 -2.614 1.497
S -2.781 -2.706 2.854
O -2.862 -4.091 3.206
O -3.978 -1.959 2.601
O -1.973 -1.942 3.991
C 0.198 -1.268 -2.247
C 0.911 -2.406 -2.902
C 2.420 -2.404 -2.560
C 0.681 0.086 -2.650
O 1.100 0.276 -3.770
O 4.767 1.991 3.301
C 5.435 0.802 3.759
C 6.872 0.825 3.256
H 3.374 -0.986 1.877
H 2.208 -0.467 0.660
H 3.505 0.622 1.168
H 1.269 -0.477 2.960
H 1.151 1.086 2.186
H 2.660 2.652 1.503
H 3.370 4.080 2.260
H 0.760 3.103 3.434
H 1.364 4.715 3.317
H -0.700 4.151 1.928
H 0.525 5.074 1.148
H 2.180 4.986 0.314
H 2.289 4.909 -1.440
H 4.048 6.185 0.735
H 5.889 7.752 0.164
H 7.554 7.141 -1.542
H 7.404 4.951 -2.684
H 5.561 3.386 -2.112
H 2.166 2.287 -3.621
H 3.101 3.314 -2.557
H 5.242 1.469 -3.528
H -2.892 3.270 0.947
H -1.030 1.606 3.551
H -0.690 -3.348 -0.832
H -2.057 -3.055 -1.868
H -3.178 -1.875 0.180
H -2.977 -3.610 0.134
H -1.048 -1.715 1.554
H -1.009 -3.487 1.599
H -2.529 -1.195 4.262
H 0.792 -2.326 -3.983
H 0.481 -3.356 -2.599
H 3.009 -1.956 -3.357
H 2.620 -1.814 -1.662
H 2.775 -3.411 -2.357
H 5.397 0.762 4.847
H 4.915 -0.076 3.382
H 6.987 0.195 2.374
H 7.143 1.838 2.966
H 7.564 0.469 4.015
C -4.069 -8.973 1.477
C -2.597 -8.730 1.155
C -2.222 -7.251 1.015
O -2.642 -6.631 -0.187
C -3.993 -6.207 -0.205
N -2.231 -9.522 -0.023
H -4.694 -8.876 0.590
H -4.204 -9.985 1.857
H -4.432 -8.273 2.232
H -2.011 -9.110 1.998
H -1.131 -7.181 1.003
H -2.574 -6.670 1.877
H -4.305 -5.836 0.776
H -4.669 -7.004 -0.522
H -4.069 -5.393 -0.927
H -1.227 -9.477 -0.165
H -2.629 -9.068 -0.841
C -7.584 1.370 -2.183
C -6.161 0.998 -1.774
C -5.087 1.981 -2.249
O -4.762 1.902 -3.625
C -5.652 2.560 -4.501
N -5.881 -0.375 -2.199
H -7.782 1.115 -3.224
H -8.301 0.818 -1.575
H -7.772 2.437 -2.048
H -6.119 1.013 -0.680
H -4.165 1.730 -1.721
H -5.349 3.016 -1.983
H -6.043 3.480 -4.054
H -6.490 1.922 -4.793
H -5.093 2.818 -5.400
H -4.992 -0.671 -1.806
H -5.733 -0.368 -3.204
```